C20H24AlBBr3Cl4F5Li2N5O17P as an isolated structure in a non-equilibrium geometry. Source: the OMol25 dataset; level of theory: wB97M-V/def2-TZVPD.

CARTESIAN COORDINATES (ANGSTROEM)
F -4.76755 -0.37591 -5.07220
C -2.12342 3.42508 10.98226
Li -2.39811 0.03047 -5.74130
C 0.20812 -1.60245 0.01463
H -1.70312 -2.65404 -0.65911
O -1.24121 -2.66393 -5.01748
Al -2.75861 -1.74373 1.41984
Br -1.35358 5.13982 7.45787
H 0.90621 4.14319 7.10134
C -4.74263 1.00718 -4.49648
O -0.91081 3.45901 10.74345
H -0.42541 -2.08997 -5.21262
H 9.24499 -1.33394 1.10121
H 0.04117 -2.26556 0.99293
C 3.61488 -2.81990 2.38347
H -1.94209 -0.86114 -0.12886
C 6.63295 -1.70218 3.31227
O -2.77054 -3.64764 -2.89365
H -2.28073 -0.23678 -4.08061
H 3.86760 -3.97935 3.55230
H 2.60779 -0.58265 0.74048
O 2.46989 -3.12925 2.79266
O 4.54598 -3.51482 3.02137
Br 1.51089 6.56401 7.06925
C -1.16954 -1.23002 -2.35698
O -0.26009 1.51277 -5.58606
H 7.34523 0.72146 2.36606
C 8.58194 -1.01763 1.91398
C -1.60752 1.38313 -2.53890
O -4.82975 2.13048 -2.12279
O -0.10674 -3.98334 -2.76952
O 3.99169 -2.00227 1.51450
Cl -9.20348 -1.76245 2.28494
C 0.33023 -0.69366 -2.86274
Li 3.48913 1.99532 0.49258
C -4.84419 0.83629 -2.86996
C 0.09117 0.33304 -6.11544
F -1.93093 2.86968 -6.63694
O 0.31333 -0.49043 -8.32826
O -2.69271 2.54590 11.61066
C 0.04916 0.41188 -7.55022
Cl -7.03417 -3.11095 3.67806
Br 0.31539 4.68697 4.73864
N 1.61114 -0.48599 -2.92176
H 9.20442 -0.89505 2.80879
C 7.96571 0.33047 1.55349
H 7.34553 0.25035 0.65339
F 0.35140 3.56145 -6.66570
N 2.00564 0.26304 0.62602
C 0.53418 -0.08476 0.54938
H 2.22587 0.79323 -0.24578
O -1.79609 1.61555 2.78778
H -0.01352 0.04097 1.60260
C -3.73699 -0.20342 -2.21931
Cl -6.46751 -1.47981 1.33636
H 0.29377 -4.37100 -3.60947
H 6.92290 -2.25754 1.25957
H -5.28926 1.87962 -1.24618
N 5.88594 -1.36774 4.27149
O -0.89946 3.47116 3.40540
N -0.88854 2.48505 -2.51254
C -2.24593 -0.11731 -2.89330
B -0.54921 2.41970 -6.70211
C -7.64013 -2.59321 2.08457
H 8.75136 1.06816 1.36161
O -2.67184 4.41679 10.48795
O -0.21554 1.61322 4.24744
O -0.32866 1.64142 -7.92579
C 7.53362 -2.10533 2.15606
Cl -7.85531 -4.01969 1.03886
H -5.91067 0.36056 -2.62815
N -0.97036 2.23334 3.48020
H 1.07401 -2.11628 -0.58127
H 0.02226 0.73670 -0.14918
F -3.61643 1.84151 -4.97454
H 8.02515 -3.05381 2.39708
C -1.24031 -1.55786 -0.75383
F -5.99907 1.72710 -4.92745
H -4.21546 -1.29389 -2.23428
H -3.65183 0.10827 -1.06995
O 0.39752 -0.64827 -5.45776
P -1.42236 -2.92096 -3.28830
C 0.41325 5.01261 6.65399

Properties
HOMO-LUMO gap   2.537 eV
Calculated total energy   -354147.844 eV
E_HOMO   -0.2679 hartree
Molar mass   1165.59 g/mol

***

C20H24AsBF6O3PdS6 as an isolated structure. Source: the OMol25 dataset; level of theory: wB97M-V/def2-TZVPD.

CARTESIAN COORDINATES (ANGSTROEM)
S 1.78580 3.13274 0.41634
C 0.71084 1.58871 -2.37912
H 4.02573 -2.60535 -1.76701
F 0.14431 -1.69680 -1.85992
C -1.76916 0.70180 1.93324
H 1.67773 4.63762 -2.66771
H -4.37299 -1.91029 -1.35060
H -4.62413 0.53232 -2.12036
C 1.32526 -3.19914 0.29003
C -2.96724 0.78784 2.59567
H -6.13545 -2.04152 -1.28499
C -5.48809 0.61478 -1.46111
H 3.25903 -4.16990 -1.39105
C -4.08996 0.06738 0.54468
H 3.78548 1.19986 -2.93165
H -3.00869 1.08726 3.63419
H 4.05405 -3.20418 -0.11146
C 5.06353 0.87424 2.92174
C 3.45867 -3.16418 -1.02130
H -6.76668 0.85352 0.94684
H 2.74697 3.65282 -3.70971
As 2.19717 2.45568 -1.52180
F 0.21405 -2.57479 0.71278
H -6.60189 -0.82960 1.46581
F 2.03466 -1.31940 -2.82911
O 2.50347 -1.18739 -0.08629
Pd 2.29161 0.85269 1.19163
C 2.54607 3.98005 -2.69007
O -0.43345 0.31034 0.17939
C 1.39542 -2.17675 -2.00488
H -7.48835 -0.44308 -0.01183
O -0.51369 0.94592 2.38173
S 6.67980 1.00081 3.57278
F 2.01718 -3.53704 1.38292
H -5.07468 0.52699 2.39487
H -6.38073 0.35374 -2.03693
C -1.71682 0.31114 0.59640
C -5.24499 -1.76013 -0.71470
C 2.19500 -2.33632 -0.67112
C 4.10997 0.54096 3.82685
C 3.70918 1.31521 -1.84858
C -6.62256 -0.17002 0.59676
H 0.86099 1.62524 -3.45933
C 6.35494 0.63120 5.20646
F 1.25745 -3.32678 -2.72669
H 4.60064 1.78674 -1.43709
S 7.52105 0.59057 6.41912
B 0.36619 0.68217 1.30106
H -0.20567 2.10252 -2.09410
H -2.76247 -0.32617 -1.14166
H 3.40828 4.50932 -2.28693
S 4.82358 1.15399 1.22311
S 2.40069 0.35649 3.54732
C -5.34988 -0.30445 -0.23950
H 0.66736 0.56538 -2.02864
C -2.84884 -0.00879 -0.11035
F 0.89530 -4.37910 -0.25832
H -5.56999 1.65740 -1.14815
S 4.69966 0.29727 5.45495
C -4.12748 0.46496 1.87715
H 3.52832 0.35826 -1.34952
H -5.15153 -2.43476 0.13773

Properties
HOMO-LUMO gap   4.436 eV
Calculated total energy   -173589.632 eV
Charge   -2
E_HOMO   -0.0251 hartree
Molar mass   810.95 g/mol

***

no.,E_LUMO (eV)
1,-4.75
2,3.75